This record from the Open Molecules 2025 dataset describes 2 unconnected molecules or ions with the total composition C2H4BrCl3Si. The level of theory is ωB97M-V/def2-TZVPD.

Each atom is followed by the atoms it is bonded to, with distances in Å.
Cartesian coordinates (Å):
1 C -1.9766 -0.0375 -0.5743  H8 1.115, H9 1.136, H10 1.077
2 C 0.3202 0.7395 0.7694  Si3 1.887, Br7 1.904, H11 1.020
3 Si 1.4333 -0.6364 0.1138  C2 1.887, Cl4 2.055, Cl5 2.045, Cl6 2.067
4 Cl 1.2175 -1.0454 -1.8889  Si3 2.055
5 Cl 1.0588 -2.2992 1.2429  Si3 2.045
6 Cl 3.3747 0.0229 0.3728  Si3 2.067
7 Br 0.5657 2.5302 0.1705  C2 1.904
8 H -2.2954 0.9963 -0.3045  C1 1.115
9 H -1.5442 -0.1442 -1.6191  C1 1.136
10 H -2.4320 -0.8737 -0.0715  C1 1.077
11 H 0.2779 0.7475 1.7889  C2 1.020

Results
maximum force = 0.0689 Eh/bohr
energy relative to the best compared isomer or geometry (same formula, charge and spin) = 74.4 kcal per mole
multiplicity = 1
frontier orbital gap (alpha / beta) = 8.1 / 9.0 eV

Results of the Löwdin charge analysis, in e, for atoms 1 through 8:
1. C 0.0661
2. C -0.7561
3. Si -0.7411
4. Cl 0.2975
5. Cl 0.3110
6. Cl 0.2768
7. Br 0.6091
8. H 0.0008